1.
This record from OMol25 describes a molecular structure, C19H9Co2NO8 in a non-equilibrium geometry. The level of theory is ωB97M-V/def2-TZVPD.

The geometry in XYZ format:
```
39
Properties=species:S:1:pos:R:3:forces:R:3:nbo_charge:R:1
N -0.159137 0.353022 1.533159 0.521 -1.333 0.034 -0.672
C -1.273489 -0.420110 1.228768 0.822 1.216 0.339 0.637
O -2.420229 -0.035487 1.039638 0.998 -0.716 0.136 -0.571
C -0.752497 -1.825349 1.185406 0.654 -0.676 0.016 -0.263
C 0.568154 -1.808223 1.422678 -0.504 -0.689 -0.151 -0.269
C 1.000368 -0.393314 1.665096 -1.205 1.053 -0.075 0.638
O 2.119932 0.026056 1.936331 -0.776 -0.690 -0.212 -0.597
H -1.413948 -2.655235 0.986937 0.127 -0.187 -0.030 0.203
H 1.282635 -2.616477 1.463781 -0.128 -0.229 -0.037 0.202
O 0.637700 5.870071 -3.323001 -0.291 -0.168 0.590 -0.577
C 0.349389 5.398732 -2.309995 0.232 0.110 -1.142 0.498
Co 0.151414 4.581728 -0.720969 1.950 4.685 -1.016 -0.121
C 1.697257 3.718923 -0.811872 0.320 -1.413 -0.176 0.574
O 2.700554 3.153683 -0.891799 -0.620 0.734 0.125 -0.551
C 0.529851 5.910693 0.389228 0.900 1.718 0.928 0.526
O 0.874485 6.804466 1.037069 -0.511 -1.081 -0.710 -0.560
C -1.458285 3.759188 -0.598574 -2.035 -2.996 -1.011 -0.552
C -0.648997 3.472025 0.475702 -1.583 -1.378 1.652 0.083
C -0.365845 2.869149 1.627661 -0.634 1.812 0.391 -0.539
C -0.149414 3.600119 2.840197 1.092 -0.219 -0.429 0.084
C 0.655582 3.078691 3.888894 -0.040 0.280 0.179 -0.273
C 0.832362 3.796168 5.066001 -0.257 -0.009 -0.290 -0.227
C 0.159963 5.015424 5.262892 0.012 0.049 0.233 -0.325
C -0.661002 5.531696 4.251679 0.295 -0.347 -0.295 -0.201
C -0.769539 4.860589 3.037992 -0.292 0.073 0.341 -0.290
Co -2.507454 5.475019 -0.750339 0.933 -0.227 -0.101 -0.039
C -2.626074 6.029431 -2.406775 -0.025 -0.053 -1.428 0.429
O -2.719767 6.413232 -3.496094 -0.060 -0.037 0.552 -0.593
C -2.549502 6.913240 0.243918 0.466 0.624 1.340 0.426
O -2.629115 7.866380 0.898363 -0.150 -0.317 -0.497 -0.588
C -4.031054 4.729958 -0.385979 0.111 -1.104 0.593 0.518
O -5.004468 4.171898 -0.096620 0.332 0.651 -0.360 -0.581
H -1.895256 2.980970 -1.240055 0.261 0.267 0.206 0.204
H -0.191218 1.556595 1.620549 -1.026 0.671 -0.041 0.386
H 1.157506 2.125478 3.707313 -0.040 0.268 0.170 0.211
H 1.507358 3.410907 5.832814 -0.189 0.082 -0.076 0.182
H 0.273488 5.556359 6.203247 -0.009 -0.108 -0.157 0.178
H -1.206727 6.466862 4.391551 0.215 -0.156 0.014 0.191
H -1.382282 5.262744 2.223208 0.133 -0.158 0.396 0.218
```
Positions in Å, forces in eV/Å.

Calculated values
- Energy: -112968.8679 eV
- Multiplicity: 1
- Orbital gap: 0.1598 Ha
- Total charge: -2
- LUMO level: 0.1754 Ha

***

2.
This record from OMol25 describes a single C12H12NPS molecule in a non-equilibrium geometry. The level of theory is ωB97M-V/def2-TZVPD.

The geometry in XYZ format:
```
27
Properties=species:S:1:pos:R:3:forces:R:3:nbo_charge:R:1
S 2.883407 2.457115 -0.035645 0.497 -1.075 0.159 -0.388
P 3.603131 0.677490 0.318794 -1.676 0.824 0.162 0.672
C 2.115828 -0.396857 1.046144 3.667 0.292 2.311 -0.572
C 2.693472 -1.812053 0.758049 1.567 0.302 4.533 -0.476
C 2.696426 -2.096819 -0.603925 -0.653 0.270 -6.854 -0.213
C 1.935536 -1.429376 -1.537616 -0.200 0.678 2.149 -0.170
C 0.867552 -0.370563 -1.077934 -1.355 -1.034 -1.226 -0.558
C 0.853561 -0.218156 0.454694 -2.525 0.736 -2.942 0.334
N -0.184945 0.003195 1.144217 0.367 0.322 1.994 -0.437
C -1.411341 0.522491 0.768526 0.561 -0.269 -2.907 0.149
C -2.650839 -0.073883 1.057190 -0.701 -0.137 1.455 -0.260
C -3.852813 0.454272 0.602730 -0.722 1.112 -1.387 -0.185
C -3.883498 1.560790 -0.283372 1.454 -0.941 0.431 -0.246
C -2.619712 2.107257 -0.624663 -0.072 -0.689 0.007 -0.192
C -1.372271 1.590323 -0.184273 -1.585 1.832 1.213 -0.269
H 2.014466 -0.030557 2.134254 0.542 -1.102 -1.308 0.276
H 2.082882 -2.538479 1.236875 -0.773 -0.779 0.807 0.245
H 3.726545 -2.019820 1.267266 -1.574 0.790 -0.955 0.236
H 3.299180 -2.848601 -1.152735 0.056 0.206 1.274 0.231
H 2.039294 -1.660830 -2.603921 -0.188 0.101 0.502 0.218
H 0.919991 0.590356 -1.659280 0.314 -0.770 0.741 0.254
H -0.191913 -0.755289 -1.340829 1.595 0.397 0.179 0.247
H -2.819192 -0.867923 1.808815 0.956 0.245 -0.614 0.226
H -4.846721 0.020660 0.830254 0.981 -0.013 0.218 0.213
H -4.850436 1.874352 -0.693630 0.655 0.224 0.140 0.219
H -2.539444 2.925644 -1.316043 -0.278 0.404 -0.144 0.206
H -0.508135 2.335269 -0.313929 -0.910 -1.928 0.061 0.238
```
Positions in Å, forces in eV/Å.

Calculated values
- Energy: -34250.1939 eV
- Multiplicity: 1
- Orbital gap: 0.2510 Ha
- LUMO level: -0.0485 Ha

***

3.
This record from OMol25 describes 10 unconnected molecules or ions with the total composition C40H76O14 in a non-equilibrium geometry. The level of theory is ωB97M-V/def2-TZVPD.

The geometry in XYZ format:
```
130
Properties=species:S:1:pos:R:3:forces:R:3:lowdin_charge:R:1
C -0.442624 4.030401 0.422635 -0.869 1.293 -0.636 -0.201
C 0.764406 3.575271 1.131325 1.268 -1.790 1.246 -0.188
C 0.808786 4.379681 2.425155 0.552 -0.138 -0.523 -0.218
O 0.374976 5.622201 1.969115 -0.414 1.674 0.148 -0.156
C -0.627914 5.488381 0.946445 0.544 -0.720 0.351 -0.198
H -1.299244 3.431741 0.732335 -0.079 -0.016 -0.290 0.079
H -0.322664 4.001231 -0.660355 -0.234 -0.086 -0.001 0.092
H 1.714546 3.731761 0.620575 -0.157 0.302 -0.281 0.106
H 0.743876 2.500841 1.313775 -0.039 -0.185 0.111 0.100
H 1.844456 4.457461 2.755965 0.096 0.252 0.105 0.113
H 0.243466 4.062591 3.301485 -0.477 -0.520 -0.210 0.116
H -0.439584 6.293721 0.236475 -0.026 -0.212 -0.177 0.103
H -1.626574 5.612951 1.365105 -0.093 0.107 0.109 0.092
C -6.042954 -0.551559 1.897685 0.972 -0.834 0.124 -0.168
C -4.704944 -1.234959 1.524405 -0.592 0.038 -0.538 -0.158
C -5.155484 -2.578069 0.964335 0.512 -0.061 0.538 -0.212
O -6.180464 -3.009149 1.868875 -0.872 1.628 0.440 -0.143
C -6.944634 -1.779279 2.189615 0.180 0.591 -0.455 -0.175
H -6.395464 0.098471 1.096865 -0.108 -0.163 -0.059 0.087
H -5.857644 0.065841 2.776655 -0.402 0.029 0.038 0.077
H -4.104184 -1.470919 2.402755 0.094 0.342 -0.010 0.091
H -4.144364 -0.625309 0.815755 0.200 -0.110 0.012 0.084
H -4.331224 -3.290149 1.004795 -0.107 -0.244 0.076 0.115
H -5.503754 -2.556109 -0.068285 -0.297 0.251 -0.138 0.105
H -7.295474 -1.651919 3.213725 0.385 -1.107 0.331 0.102
H -7.860394 -1.712989 1.602175 0.054 -0.352 -0.397 0.099
C -1.321194 -3.741509 5.495855 1.549 -0.698 0.739 -0.182
C -2.763064 -3.605689 5.847945 -1.762 0.113 0.638 -0.164
C -3.324094 -2.660079 4.803735 -0.422 0.307 -1.320 -0.192
O -2.348924 -2.704039 3.760735 -1.338 0.735 -0.725 -0.148
C -1.111324 -2.786679 4.363755 0.917 -0.621 -0.685 -0.252
H -1.067224 -4.744179 5.151975 -0.174 -0.098 0.089 0.112
H -0.629104 -3.518879 6.307985 -0.126 -0.043 0.215 0.113
H -2.952264 -3.230919 6.853855 0.094 -0.101 0.057 0.111
H -3.327964 -4.528309 5.714645 0.271 -0.208 0.328 0.112
H -3.542424 -1.626239 5.071335 0.548 0.235 0.610 0.105
H -4.262164 -2.972229 4.344725 -0.027 -0.416 0.074 0.116
H -0.703834 -1.829199 4.688225 -0.031 0.285 -0.078 0.126
H -0.479494 -3.269679 3.618375 0.503 0.492 -0.030 0.117
C 3.583346 -0.469399 -3.787485 -0.370 0.266 -0.718 -0.159
C 3.454436 -0.011179 -5.257455 0.392 1.238 0.508 -0.167
C 3.019106 -1.238419 -6.048775 0.534 0.400 1.302 -0.189
O 2.565816 -2.130779 -5.009615 -0.359 -0.825 -0.672 -0.156
C 2.431306 -1.450779 -3.749355 1.208 -0.498 -0.628 -0.196
H 3.550086 0.310831 -3.027065 -0.243 0.247 -0.227 0.099
H 4.565576 -0.932729 -3.694405 -0.251 -0.525 0.181 0.103
H 4.432376 0.382961 -5.533815 -0.210 0.184 -0.488 0.108
H 2.700656 0.773471 -5.322635 0.083 0.177 -0.060 0.104
H 3.890276 -1.612009 -6.586915 -0.033 -0.703 0.203 0.110
H 2.262036 -1.038249 -6.806985 -0.351 0.010 0.252 0.108
H 2.591846 -2.192529 -2.966965 -0.460 -0.134 -0.001 0.112
H 1.447506 -0.982699 -3.715475 -0.057 0.182 0.361 0.115
C 1.083806 -4.768839 -1.016215 1.483 -0.028 -0.839 -0.183
C 0.612526 -4.508999 0.383865 0.519 -1.154 1.304 -0.174
C -0.882744 -4.791089 0.304435 1.928 0.665 0.936 -0.218
O -1.140684 -4.131209 -0.884195 -1.875 0.602 -1.881 -0.148
C -0.071024 -4.255889 -1.839275 0.013 -0.076 0.315 -0.177
H 1.377636 -5.773899 -1.318925 -0.549 -0.492 0.654 0.111
H 2.018436 -4.249329 -1.227595 -0.077 0.486 -0.006 0.104
H 0.768036 -3.460569 0.638275 -0.057 0.056 0.002 0.111
H 1.125026 -5.116129 1.130085 0.124 -0.014 0.082 0.112
H -1.361934 -4.305139 1.154325 -0.514 0.136 -0.268 0.113
H -1.097304 -5.858339 0.359755 -0.205 -0.235 -0.490 0.119
H 0.201776 -3.296009 -2.277815 -0.552 0.314 0.145 0.104
H -0.331974 -4.917689 -2.665125 -0.249 -0.120 0.079 0.118
C 8.024366 0.903611 -0.711465 -0.377 0.278 -0.108 -0.174
C 6.818586 0.108671 -0.257045 -0.708 0.640 0.791 -0.155
C 6.369316 -0.581629 -1.555895 -0.182 -0.084 1.189 -0.200
O 7.601376 -1.003989 -2.099175 -0.094 -0.328 -0.289 -0.118
C 8.551956 -0.002279 -1.802265 0.835 0.607 -0.215 -0.220
H 8.827366 1.105911 -0.002685 -0.330 -0.095 0.371 0.110
H 7.694346 1.869761 -1.093215 0.024 0.055 -0.194 0.094
H 6.075766 0.741291 0.228855 -0.280 0.000 -0.281 0.101
H 7.104576 -0.597629 0.522345 0.001 -0.468 -0.287 0.113
H 5.798296 0.031621 -2.253005 0.271 0.601 0.081 0.095
H 5.705796 -1.420269 -1.344865 0.297 -0.351 -0.044 0.121
H 8.750816 0.620431 -2.674495 0.358 -0.369 -0.301 0.109
H 9.447256 -0.453039 -1.374065 0.207 -0.383 -0.664 0.116
C -4.942594 2.636251 4.323275 -0.703 0.510 2.337 -0.218
C -4.893464 2.963171 2.894465 -0.219 -0.135 -1.441 -0.239
C -3.485564 2.463621 2.535195 -0.519 0.425 -0.641 -0.214
O -2.903224 1.856711 3.670545 0.412 -0.353 0.686 -0.134
C -3.956164 1.513301 4.577105 -0.065 0.717 -0.820 -0.199
H -5.889444 2.452981 4.831195 -0.404 -0.159 -0.492 0.109
H -4.591444 3.551271 4.800285 0.429 -0.173 0.592 0.113
H -4.980144 4.025901 2.668235 -0.136 -0.018 0.203 0.092
H -5.657994 2.453011 2.308505 0.066 -0.088 -0.088 0.081
H -2.870654 3.310691 2.231105 0.240 -0.235 -0.076 0.096
H -3.637394 1.773971 1.704875 0.647 -0.290 -0.164 0.094
H -3.680094 1.515561 5.631565 0.663 -0.092 -0.143 0.115
H -4.314864 0.521051 4.303455 -0.370 -0.128 0.078 0.090
C -4.755494 -0.221259 -2.441315 -2.655 -0.028 -0.552 -0.244
C -4.533954 -1.599259 -3.043465 0.719 0.836 -0.237 -0.166
C -3.169734 -1.892099 -2.430415 -0.085 -0.606 0.534 -0.188
O -2.628814 -0.669969 -1.937185 1.364 -0.194 0.344 -0.179
C -3.432464 0.412801 -2.298825 -0.598 0.060 0.094 -0.302
H -5.285254 -0.405349 -1.506675 0.284 0.446 0.419 0.094
H -5.437924 0.375601 -3.046425 -0.077 0.106 -0.029 0.098
H -4.451154 -1.508479 -4.126525 -0.183 -0.291 -0.076 0.103
H -5.335014 -2.272389 -2.738045 0.221 -0.198 -0.237 0.102
H -2.455314 -2.325359 -3.130405 -0.022 -0.220 0.040 0.115
H -3.296104 -2.515039 -1.544935 0.272 -0.423 -0.163 0.104
H -3.135764 0.863681 -3.245805 0.330 0.220 -0.046 0.100
H -3.474144 1.147111 -1.494385 0.430 0.287 0.005 0.083
C 3.609296 3.619111 -1.933465 -0.017 0.836 -0.528 -0.023
C 4.726286 4.250071 -2.817595 -0.538 -2.044 1.684 -0.274
C 5.988226 4.639551 -2.075925 -0.757 0.513 0.715 -0.112
O 7.044236 4.129911 -2.872675 1.088 0.361 -0.461 0.057
C 6.590136 3.131691 -3.655085 0.516 -2.153 -0.551 -0.512
O 7.272066 2.296811 -4.263625 -1.949 2.799 1.677 0.104
O 5.239286 3.110271 -3.544185 0.234 -0.211 -1.598 0.050
H 3.952396 2.810821 -1.287675 0.284 0.119 -0.102 0.069
H 2.831136 3.206221 -2.575415 0.090 -0.074 -0.148 0.079
H 3.090466 4.364291 -1.330435 0.186 0.185 0.117 0.074
H 4.328436 5.054921 -3.435675 0.187 -0.293 -0.462 0.147
H 6.057736 4.181481 -1.089295 -0.110 -0.187 0.008 0.132
H 5.988676 5.718791 -1.923205 0.730 0.027 -0.320 0.132
C -0.943444 -0.235799 1.070575 -0.341 -0.136 -0.484 0.020
C -0.081014 -0.401139 -0.147895 -0.427 -0.604 0.253 -0.325
C -0.111044 0.698221 -1.135735 -0.880 1.314 -1.269 -0.108
O 1.223996 1.154431 -1.246635 1.391 0.774 -0.310 0.036
C 2.016686 0.508391 -0.374475 1.803 1.527 -0.003 -0.560
O 3.205486 0.773731 -0.150865 -2.851 -0.873 -0.710 0.083
O 1.281796 -0.385659 0.233235 1.383 -2.011 1.584 0.106
H -0.775924 0.733091 1.540975 -0.127 -0.037 0.094 0.086
H -0.815664 -1.049019 1.785035 0.118 0.054 0.009 0.084
H -1.952574 -0.314969 0.666235 -0.255 0.246 0.341 0.071
H -0.370994 -1.300689 -0.690875 0.484 -0.512 0.395 0.139
H -0.726284 1.534261 -0.803165 -0.114 0.073 -0.145 0.122
H -0.422894 0.371441 -2.127735 -0.159 0.116 0.163 0.124
```
Positions in Å, forces in eV/Å.

Calculated values
- Energy: -71372.0757 eV
- <S²>: 0.751
- Multiplicity: 2
- Orbital gap (spin up / spin down): 0.0632 / 0.3580 Ha
- Total charge: -1
- LUMO level (spin up / spin down): 0.0839 / 0.0821 Ha

***

Which formula does entry 2 have?
C12H12NPS